Computed, not measured: a structure of composition C18H10AsCl2F6N4O2Se2Te2Zr, with ωB97M-V/def2-TZVPD.

Last column: Mulliken spin population.
Cartesian coordinates (Å):
Zr 0.5890 -1.2301 -0.1509  -0.018
Cl -5.9321 -0.3127 -2.7257  0.020
C -4.2271 -0.1973 -2.5414  0.097
C -3.6930 -0.2941 -1.2854  -0.052
C -2.2935 -0.2359 -1.1044  0.245
N -1.5975 -0.2427 0.0574  0.160
C -2.2300 0.0834 1.2425  -0.009
O -3.4238 0.2807 1.3782  0.068
C -1.3411 0.3013 2.4488  -0.009
C -1.9453 0.1691 3.6918  -0.002
C -1.1767 0.3198 4.8313  -0.001
C 0.1668 0.6197 4.6867  0.001
C 0.6728 0.7604 3.4056  0.000
N -0.0511 0.6056 2.2987  0.003
C -1.4552 -0.1230 -2.2906  0.128
C -2.0439 0.0340 -3.5616  -0.001
C -3.4017 -0.0099 -3.6870  0.081
Cl -4.1027 0.1301 -5.2500  0.017
N -0.1504 -0.1151 -2.0116  0.202
C 0.7497 0.6794 -2.7093  0.014
O 0.7992 0.8537 -3.9024  0.036
C 1.6089 1.4559 -1.7412  -0.021
C 2.4326 2.4547 -2.2149  0.003
C 3.1527 3.2118 -1.3022  -0.001
C 3.0014 2.9400 0.0435  0.003
C 2.1439 1.9179 0.4281  0.000
N 1.4568 1.1793 -0.4354  0.001
H -4.3430 -0.4171 -0.4375  -0.001
H -2.9991 -0.0613 3.7373  0.000
H -1.6159 0.2011 5.8130  0.000
H 0.8173 0.7421 5.5415  0.000
H 1.7239 1.0020 3.2813  0.000
H -1.4108 0.1519 -4.4276  -0.001
H 2.4879 2.6185 -3.2815  0.000
H 3.8136 3.9998 -1.6378  0.000
H 3.5349 3.5004 0.7981  0.000
H 1.9991 1.6933 1.4723  -0.001
Se -1.6888 -3.2474 -0.8093  0.028
Te -0.5269 -5.3121 -0.5625  -0.010
Te 1.3132 -4.9721 -2.4887  -0.017
Se 0.6917 -2.8937 -3.3425  0.027
F 0.0330 -1.8463 1.6300  0.003
As 3.1318 -1.4758 1.7198  0.000
F 3.9591 -0.1939 2.5426  0.000
F 3.1020 -2.5055 3.0877  0.000
F 4.5464 -2.1450 1.0318  0.000
F 1.4664 -3.0285 -0.0394  0.001
F 2.2559 -1.0460 -1.2274  0.003

Calculated values
- energy above the lowest of the compared OMol25 structures with the same formula, charge and spin (eV) = 1.464
- highest occupied orbital energy (alpha / beta) (Ha) = -0.2899 / -0.3000
- charge = 0
- spin multiplicity = 2

Computed, not measured: a structure of composition C18H10AuClN3O8 at a distorted geometry, with ωB97M-V/def2-TZVPD.

Last column: Mulliken charge in e.
Cartesian coordinates (Å):
Au -0.0550 2.0472 0.2239  1.065
O 2.3296 1.5761 -3.4057  -0.405
C 1.7316 1.6928 -2.2511  0.360
O 0.5236 1.7832 -2.1194  -0.547
C 2.6472 1.6616 -1.0713  0.429
C 4.0323 1.5806 -1.1384  -0.514
C 4.7549 1.5320 0.0508  -0.440
C 4.0771 1.5508 1.2594  -0.557
C 2.6892 1.6328 1.2373  0.560
N 2.0149 1.6899 0.1050  -0.163
C 1.8229 1.6305 2.5368  0.377
O 2.4056 1.4487 3.5769  -0.544
O 0.5918 1.7849 2.3327  -0.547
H 1.7088 1.5946 -4.1574  0.415
H 4.5254 1.5648 -2.0981  0.575
H 5.8345 1.4650 0.0296  0.488
H 4.5824 1.5156 2.2134  0.570
O -5.9891 1.1641 0.0780  -0.537
C -5.4676 -0.0110 0.1108  0.581
O -6.0894 -1.0513 0.1296  -0.590
C -3.9697 -0.1090 0.1198  -0.583
C -3.3275 -1.3469 0.1168  0.829
Cl -4.1598 -2.8156 0.1167  -0.151
N -1.9873 -1.1165 0.1127  0.321
N -1.7599 0.2066 0.1165  -0.497
C -2.9236 0.8343 0.1308  -0.082
C -2.9863 2.3446 0.1576  1.019
O -4.0883 2.8707 0.0714  -0.721
O -1.8917 2.9572 0.2625  -0.574
C -0.9169 -2.0316 0.1007  0.758
C -1.1224 -3.4099 0.0937  -0.516
C -0.0504 -4.2804 0.0976  -1.034
C 1.2467 -3.7912 0.0998  -0.525
C 1.4584 -2.4200 0.1001  -0.726
C 0.3914 -1.5427 0.0987  1.008
H -5.3279 1.9428 0.0643  0.436
H -2.1182 -3.8178 0.0829  0.342
H -0.2301 -5.3449 0.0958  0.403
H 2.0800 -4.4757 0.0995  0.418
H 2.4660 -2.0306 0.1103  0.418
H 0.5485 -0.4759 0.1106  -0.118

Calculated values
- highest occupied orbital energy (alpha / beta) (Ha) = -0.4424 / -0.4424
- charge = +1

Computed, not measured: a cluster of 2 separate species, C18H10Cl3N2O3 in total at a distorted geometry, with ωB97M-V/def2-TZVPD.

Last column: Mulliken charge in e.
Cartesian coordinates (Å):
C 1.0915 -2.7676 -0.7379  -0.542
N 1.8946 -3.6458 0.1377  0.963
O 3.0367 -3.9855 -0.2541  -0.560
O 1.4981 -3.9265 1.2972  -0.560
C -0.3608 -3.0779 -0.5841  0.592
C -0.9396 -3.0386 0.7108  -0.052
C -2.3190 -3.0015 0.9050  -0.863
C -3.1781 -3.0718 -0.2031  0.622
C -4.6221 -2.9503 0.0432  -0.009
N -5.7403 -2.8349 0.2341  -0.492
C -2.6572 -3.2201 -1.4803  -0.610
C -1.2735 -3.2566 -1.6794  -0.570
H 1.4156 -3.0394 -1.8085  0.372
H -0.2537 -2.9827 1.5582  0.436
H -2.6966 -2.8918 1.9053  0.413
H -3.3550 -3.2661 -2.3237  0.408
H -0.8868 -3.3618 -2.6976  0.300
Cl 1.5472 -1.1507 -0.3492  0.043
C 2.8200 1.2628 0.4426  -0.359
Cl 4.5262 0.8644 0.2706  -0.282
C 2.3664 2.1159 -0.7121  0.523
O 2.9217 2.1706 -1.7631  -0.718
C 1.1989 3.0434 -0.4097  0.219
C 0.6377 3.1694 0.9075  0.734
C -0.4552 4.0312 1.1369  -0.894
C -1.0035 4.6908 0.0931  -0.298
C -0.5046 4.5688 -1.2183  -0.732
C 0.5857 3.7196 -1.4459  -0.501
C 1.3557 2.4830 1.9820  0.131
Cl 0.8435 2.7176 3.6563  -0.316
C 2.3332 1.5073 1.7419  -0.292
H -0.8285 4.0643 2.1704  0.304
H -1.8601 5.3007 0.2969  0.376
H -0.9494 5.1219 -2.0000  0.427
H 0.9930 3.6536 -2.4234  0.488
H 2.8184 0.9843 2.6006  0.300

Calculated values
- highest occupied orbital energy (Ha) = -0.1255
- charge = -1

Computed, not measured: a structure of composition C18H10Cl5N4O6STi at a distorted geometry, with ωB97M-V/def2-TZVPD.

Last column: Mulliken charge in e.
Cartesian coordinates (Å):
Ti 0.3154 0.0098 0.0618  0.091
Cl 4.4874 -5.2593 -0.2158  -0.214
C 3.8392 -3.6519 -0.1991  0.257
C 4.6875 -2.5610 -0.0848  0.297
Cl 6.4043 -2.7721 0.0470  -0.222
C 4.1458 -1.2682 -0.0759  0.128
Cl 5.1412 0.1434 0.0853  -0.198
C 2.7865 -1.0766 -0.1873  -0.508
O 2.1921 0.1377 -0.1752  -0.192
C 1.9113 -2.1837 -0.2825  0.538
O 0.6212 -1.8974 -0.3412  -0.865
C 2.4508 -3.4601 -0.2933  0.238
Cl 1.3513 -4.7910 -0.4132  -0.207
O -3.1970 3.6797 3.0803  -0.570
C -2.1235 4.3291 2.6574  0.523
O -1.9363 5.4834 2.9697  -0.643
C -1.1806 3.5874 1.7620  -0.402
C -0.0465 4.1098 1.2511  0.352
Cl 0.5585 5.7005 1.3613  -0.161
N 0.6171 3.1877 0.4852  0.245
N -0.0877 1.9905 0.4643  0.419
C -1.2489 2.2318 1.2177  -0.511
C -2.2369 1.2662 1.3524  1.297
O -3.1810 1.2343 2.2075  -0.992
O -1.3039 0.0931 -0.9577  -0.451
C 1.7445 3.3515 -0.3627  0.004
C 2.9224 3.9115 0.1087  -0.329
C 4.0207 4.0143 -0.7363  -0.738
C 3.9620 3.5357 -2.0356  -0.505
C 2.7850 2.9556 -2.4902  -0.597
C 1.6793 2.8709 -1.6601  -0.199
H -3.2630 2.7355 2.7235  0.402
H 2.9909 4.2465 1.1341  0.454
H 4.9383 4.4518 -0.3595  0.349
H 4.8287 3.5982 -2.6826  0.387
H 2.7233 2.5662 -3.4994  0.388
H 0.7599 2.4274 -2.0090  0.504
N -0.2791 -1.0340 2.9126  -0.350
C 0.5251 -0.3151 2.1552  0.836
N 1.6371 0.1284 2.7359  -0.374
S -2.2265 -0.2241 0.3403  -0.148
H -0.1224 -1.1922 3.8958  0.186
H -1.1603 -1.3203 2.5188  0.182
H 1.9128 -0.1185 3.6742  0.187
H 2.3200 0.5917 2.1583  0.111

Calculated values
- highest occupied orbital energy (alpha / beta) (Ha) = -0.1034 / -0.1036
- charge = -1

Computed, not measured: a structure of composition C18H10ClI2N4O7Pd, with ωB97M-V/def2-TZVPD.

Last column: Mulliken charge in e.
Cartesian coordinates (Å):
Pd 1.5900 0.8036 -0.8897  0.575
I 5.9782 3.5777 -0.7619  0.064
C 4.8843 2.6706 0.7530  -0.662
C 5.3039 2.7745 2.0852  -0.417
C 4.6055 2.1800 3.1033  -0.349
I 5.3082 2.4003 5.0631  0.023
C 3.4293 1.4421 2.8299  0.942
C 2.6147 0.7884 3.7830  -0.467
C 1.4980 0.1149 3.3816  -1.025
C 1.1581 0.0794 2.0184  -0.248
N 1.8969 0.6709 1.1150  -0.335
C 3.0236 1.3472 1.4847  -0.167
C 3.7423 1.9572 0.3983  1.462
O 3.3185 1.8166 -0.8108  -0.754
H 6.1976 3.3414 2.3073  0.319
H 2.8806 0.8327 4.8308  0.192
H 0.8658 -0.3914 4.0973  0.374
H 0.2781 -0.4365 1.6634  0.386
Cl 1.4548 0.9951 -3.1820  -0.500
O -0.2192 -0.1412 -0.8720  -0.266
C -0.2830 -1.4138 -0.8311  0.357
O 0.6058 -2.2157 -0.5758  -0.661
C -1.6815 -1.9388 -1.1251  0.293
C -1.9149 -3.3057 -1.0880  -0.541
C -3.1873 -3.7756 -1.3615  -0.011
C -4.2412 -2.9400 -1.6743  -0.416
C -3.9718 -1.5869 -1.7025  0.112
C -2.7163 -1.0704 -1.4378  -0.207
N -5.0734 -0.6596 -2.0304  1.061
O -4.8159 0.5256 -2.0711  -0.615
O -6.1463 -1.1463 -2.3290  -0.634
N -3.4436 -5.2298 -1.3189  1.064
O -4.5712 -5.6094 -1.5690  -0.636
O -2.5184 -5.9547 -1.0209  -0.619
H -1.1047 -3.9791 -0.8485  0.629
H -5.2255 -3.3258 -1.8860  0.587
H -2.5347 -0.0077 -1.4780  0.025
C -1.4407 2.5708 -1.6861  -0.481
C -0.6012 3.2424 -0.6989  0.457
N 0.0143 3.7641 0.1175  -0.535
H -0.8502 1.8377 -2.2412  0.092
H -1.8443 3.3042 -2.3836  0.405
H -2.2632 2.0912 -1.1576  0.126

Calculated values
- energy above the lowest of the compared OMol25 structures with the same formula, charge and spin (eV) = 0.000
- highest occupied orbital energy (Ha) = -0.1976
- charge = -1

Which of these has the highest charge?
C18H10AuClN3O8

charge of number 2 (C18H10AuClN3O8)?
+1